Entry 1:
Density functional theory data (ωB97M-V/def2-TZVPD) for one molecule with the formula C5H8OS.

Last column: Löwdin charge in e.
Cartesian coordinates (Å):
1 C -0.1519 0.3485 -1.4037  0.010
2 C 0.5874 0.1169 -0.0342  -0.575
3 C -0.1490 0.6766 1.2283  -0.023
4 C 1.1511 -1.2770 0.3329  -0.379
5 S 2.9437 -0.6996 0.1549  0.903
6 C 1.8970 0.8056 -0.0691  -0.687
7 O 2.2602 1.9462 -0.2164  0.057
8 H 0.3873 0.8385 -2.1172  0.041
9 H -1.0938 0.9577 -1.1451  0.107
10 H -0.4400 -0.6622 -1.7597  0.088
11 H 0.4618 1.6640 1.4369  0.126
12 H -0.0871 0.0778 2.1015  0.051
13 H -1.2246 0.9002 1.0289  0.086
14 H 0.9058 -1.5796 1.3980  0.078
15 H 0.8480 -2.2268 -0.3222  0.118

Atoms 1-3, force components in eV/Å:
-3.0751 -1.7141 3.4043
-1.0124 -0.1103 0.7409
0.3960 3.1131 -1.2377

The calculation puts the HOMO energy at -0.3496 Ha. The maximum force is 4.9 eV/Å. Its energy is -18196.263 eV.


Entry 2:
Density functional theory data (ωB97M-V/def2-TZVPD) for one molecule with the formula C5H8OS.

Last column: Löwdin charge in e.
Cartesian coordinates (Å):
1 C -1.2195 -2.0352 0.1226  -0.073
2 C -0.7641 -0.8403 0.0942  -0.578
3 S -1.8376 0.5416 -0.2093  0.913
4 C -0.5273 1.7815 -0.0734  -0.451
5 C 0.8007 1.0969 0.3613  -0.157
6 C 0.7869 -0.4599 0.2925  -0.388
7 O 1.5213 -0.9442 -0.7385  0.007
8 H -2.1302 -2.6311 -0.2337  0.093
9 H -0.3918 -2.8053 0.2640  0.088
10 H -0.8750 2.6257 0.4594  0.049
11 H -0.4225 2.1827 -1.0926  0.065
12 H 1.4459 1.5045 -0.3050  0.069
13 H 1.2289 1.2512 1.3407  0.112
14 H 1.2136 -0.8070 1.2143  0.138
15 H 1.1708 -0.4613 -1.4965  0.114

Atoms 1-3, force components in eV/Å:
0.4510 -6.1715 -0.7762
0.8288 3.1545 0.4421
0.3869 -0.2327 0.3578

The calculation puts the HOMO energy at -0.3028 Ha. The maximum force is 6.2 eV/Å. Its energy is -18195.523 eV.


Entry 3:
Density functional theory data (ωB97M-V/def2-TZVPD) for one molecule with the formula C5H8OS.

Last column: Löwdin charge in e.
Cartesian coordinates (Å):
1 C 1.0629 1.0732 -0.2502  -0.057
2 C 0.1881 0.3231 -0.0788  -0.121
3 C 2.2463 1.9253 -0.4719  -0.081
4 C -1.1394 -1.2649 1.2609  -0.059
5 C -1.0337 -0.3767 -0.0331  -0.911
6 O -2.1121 0.4140 -0.2818  -0.049
7 S -0.7301 -1.6594 -1.4288  0.811
8 H 2.8274 1.3803 -1.2328  0.080
9 H 1.7509 2.8459 -0.9525  0.109
10 H 2.8533 2.1670 0.4093  0.078
11 H -1.9669 -1.8497 1.1141  0.026
12 H -0.2568 -1.9218 1.0174  0.055
13 H -1.1855 -0.6106 2.1252  0.094
14 H -2.9402 -0.2019 -0.3574  0.143
15 H 0.4359 -2.2439 -0.8397  -0.117

Atoms 1-3, force components in eV/Å:
4.6474 2.6541 -0.0921
-3.2541 -1.4496 0.4012
-1.6988 0.5237 -1.3270

The multiplicity is 3. The expectation value of S² is 2.0066. The calculation puts the HOMO energy (alpha / beta) at -0.1678 / -0.3515 Ha. The maximum force is 5.4 eV/Å. Its energy is -18189.984 eV.


Entry 4:
Density functional theory data (ωB97M-V/def2-TZVPD) for one molecule with the formula C5H8OS.

Last column: Löwdin charge in e.
Cartesian coordinates (Å):
1 C 0.8954 -0.5123 0.0293  -0.366
2 C 2.0670 0.5654 -0.1618  -0.364
3 C -0.7455 -0.0680 0.1134  -0.275
4 C -1.6387 -1.1904 -0.1052  -0.080
5 C -1.0938 1.2139 0.2851  0.014
6 O 1.0929 -1.7107 0.0765  0.120
7 S 3.9898 0.0297 -0.1940  0.614
8 H 2.0303 1.0157 -1.1705  0.067
9 H 2.0698 1.0021 0.8559  0.062
10 H -1.0911 -2.0065 0.4476  0.100
11 H -1.7441 -1.3555 -1.1731  0.098
12 H -2.5399 -1.2718 0.4066  0.061
13 H 3.6850 -0.7122 -1.2734  -0.167
14 H -2.1227 1.4765 0.1519  0.051
15 H -0.4581 2.0610 0.5881  0.064

Atoms 1-3, force components in eV/Å:
-2.8512 4.8291 -0.3967
1.0620 -1.8407 0.9774
3.7846 1.6644 0.0942

The multiplicity is 3. The expectation value of S² is 2.0153. The calculation puts the HOMO energy (alpha / beta) at -0.2212 / -0.3502 Ha. The maximum force is 5.6 eV/Å. Its energy is -18191.187 eV.


Entry 5:
Density functional theory data (ωB97M-V/def2-TZVPD) for one molecule with the formula C5H8OS2.

Last column: Löwdin charge in e.
Cartesian coordinates (Å):
1 C 2.5570 -0.8985 -0.3887  -0.135
2 C 1.2478 -0.2037 -0.6488  -0.598
3 S 1.2334 1.3975 0.2468  0.918
4 C -0.5503 1.4829 0.1875  -0.508
5 C -1.0806 0.0745 -0.0560  -0.764
6 S -2.6490 -0.2019 -0.2423  0.792
7 C 0.0273 -0.9662 -0.2089  -0.433
8 O 0.1963 -1.7174 1.0030  -0.020
9 H 2.5464 -1.8823 -0.8804  0.088
10 H 3.3287 -0.3624 -0.9373  0.076
11 H 2.7605 -1.1379 0.6808  0.093
12 H 1.2492 -0.0420 -1.7265  0.119
13 H -0.9974 2.1800 -0.5054  0.081
14 H -0.8822 1.7322 1.1337  0.044
15 H -0.2819 -1.6791 -0.9504  0.140
16 H 0.1488 -1.1331 1.7780  0.106

Atoms 1-3, force components in eV/Å:
0.3225 -1.3288 0.0667
0.9693 0.1511 0.2326
0.2618 -0.2163 -0.3655

The calculation puts the HOMO energy at -0.3260 Ha. The maximum force is 2.3 eV/Å. Its energy is -29031.814 eV.


Entry 6:
Density functional theory data (ωB97M-V/def2-TZVPD) for C5H8OS2 as an isolated structure.

Last column: Löwdin charge in e.
Cartesian coordinates (Å):
1 C 1.6571 -0.6338 0.1217  -0.510
2 C 0.3648 -0.7097 -0.5586  -0.454
3 C -1.7497 -0.0770 -0.4624  -0.043
4 C -0.9543 0.3884 1.0607  -0.064
5 C 0.4330 0.2633 0.3844  -0.807
6 H 3.0825 1.1537 0.6501  -0.037
7 H 1.8640 -1.5141 0.8134  0.119
8 H -0.2218 -1.6575 -0.1520  0.187
9 H -2.3680 -0.9788 -0.2679  0.111
10 H -2.4167 0.6155 -0.8641  0.073
11 H -1.3390 1.1019 1.5784  0.013
12 H -1.0085 -0.5329 1.7639  0.128
13 H -0.5032 1.0788 -1.6297  0.112
14 O -0.6441 -0.4049 -1.5490  -0.182
15 S 3.2740 0.0980 -0.3991  0.644
16 S 0.5298 1.8092 -0.4896  0.711

Atoms 1-3, force components in eV/Å:
2.5022 -0.4180 1.1045
-3.8528 -6.1872 -1.6587
0.8938 -1.5350 1.9895

The calculation puts the HOMO energy at -0.2954 Ha. The maximum force is 10.6 eV/Å. Its energy is -29024.718 eV.


Entry 7:
Density functional theory data (ωB97M-V/def2-TZVPD) for a 2-piece molecular cluster, C5H8P2 overall.

Last column: Löwdin charge in e.
Cartesian coordinates (Å):
1 C -0.3701 1.6664 -0.0727  -0.078
2 C -0.1682 1.5259 1.2729  0.008
3 C -0.4974 0.3627 -0.6103  -0.257
4 C 0.1444 0.1046 1.6831  -0.202
5 C -0.2353 -0.6178 0.3662  -0.554
6 P -1.1227 -0.5067 -3.1382  0.312
7 P 1.5131 -1.2994 -0.1938  0.852
8 H -0.5446 2.4340 -0.7141  0.070
9 H -0.1751 2.3504 1.8677  0.080
10 H 1.1997 0.1155 1.9436  0.089
11 H -0.3358 -0.0960 2.5883  0.096
12 H -0.7520 -1.4975 0.5146  0.075
13 H -1.3981 -2.0037 -3.0618  -0.322
14 H 1.7636 -0.3013 -1.2297  -0.083
15 H 0.9785 -2.2372 -1.2158  -0.086

Atoms 1-3, force components in eV/Å:
0.3808 -3.0437 2.0944
0.2996 -1.1596 -2.6435
-1.5440 -1.7518 -3.4868

The calculation puts the HOMO energy (alpha / beta) at -0.2386 / -0.2385 Ha. The maximum force is 4.2 eV/Å. Its energy is -23884.773 eV.


Entry 8:
Density functional theory data (ωB97M-V/def2-TZVPD) for one molecule with the formula C5H8P2.

Last column: Löwdin charge in e.
Cartesian coordinates (Å):
1 C -0.5287 1.5328 0.9881  -0.279
2 C -0.5743 1.2448 -0.4667  -0.190
3 C -0.7713 0.6878 1.9242  0.012
4 C -0.5119 -0.0537 -0.8799  -0.804
5 C 1.4686 -1.1013 0.7953  -0.324
6 P -0.3759 -1.4960 0.3246  0.943
7 P -0.2797 -0.6554 -2.6028  0.740
8 H -0.2851 2.5657 1.1566  0.095
9 H -0.6691 2.0236 -1.0801  0.044
10 H -0.5869 0.6611 2.9684  0.025
11 H 1.4513 -0.1756 1.4153  0.029
12 H 2.0775 -1.0365 -0.0359  -0.009
13 H 1.8680 -1.9695 1.2075  -0.017
14 H -1.4089 -0.2840 -3.3335  -0.136
15 H -0.8737 -1.9439 -2.3812  -0.129

Atoms 1-3, force components in eV/Å:
-0.2221 1.1431 -2.1479
0.2640 -4.7170 2.6822
0.2154 -3.4447 -0.8351

The calculation puts the HOMO energy (alpha / beta) at -0.3098 / -0.3019 Ha. The maximum force is 5.4 eV/Å. Its energy is -23887.061 eV.


Entry 9:
Density functional theory data (ωB97M-V/def2-TZVPD) for one molecule with the formula C5H8S.

Last column: Löwdin charge in e.
Cartesian coordinates (Å):
1 C 2.5950 -0.9473 0.1462  0.091
2 C 1.4345 -0.8558 -0.1395  -0.181
3 C 0.2159 -0.6515 -0.9760  -0.228
4 C -0.6643 0.5449 -0.4912  -0.274
5 C -0.7740 0.3962 0.9981  -0.650
6 S -1.7185 1.5937 1.9462  0.688
7 H 3.6340 -1.3556 0.2987  0.061
8 H 0.6952 -0.6810 -1.9500  0.111
9 H -0.3810 -1.5810 -0.9978  0.116
10 H -1.6272 0.5306 -1.1249  0.131
11 H 0.0237 1.3717 -0.9067  0.139
12 H 0.1990 0.2852 1.2851  0.014
13 H -1.2980 -0.5516 1.1914  0.081
14 H -2.3344 1.9014 0.7204  -0.100

Atoms 1-3, force components in eV/Å:
2.1722 -1.4650 0.4703
-0.4547 0.2038 -1.0203
-0.0846 -1.5406 1.0439

The calculation puts the HOMO energy at -0.3311 Ha. The maximum force is 3.6 eV/Å. Its energy is -16146.784 eV.


Entry 10:
Density functional theory data (ωB97M-V/def2-TZVPD) for one molecule with the formula C5H8S.

Last column: Löwdin charge in e.
Cartesian coordinates (Å):
1 C -0.7188 1.6412 -0.0909  0.065
2 C -0.6126 0.3453 0.1684  -0.428
3 C -1.6956 -0.5722 0.0543  -0.653
4 S -3.2949 -0.3128 -0.0527  0.693
5 C 0.7053 -0.2601 0.6965  -0.216
6 C 1.5809 -0.6247 -0.5245  -0.103
7 H 0.0549 2.4152 0.0588  0.084
8 H -1.6623 2.0454 -0.5281  0.069
9 H -1.3948 -1.6139 0.0591  0.049
10 H 1.1930 0.3936 1.3817  0.093
11 H 0.4610 -1.2029 1.2451  0.111
12 H 2.2496 0.1911 -0.7998  0.066
13 H 0.9033 -0.9047 -1.3641  0.081
14 H 2.2310 -1.5405 -0.3038  0.088

Atoms 1-3, force components in eV/Å:
-0.9474 1.5462 -0.7566
1.8432 0.7447 1.3715
-1.4767 -0.9776 -0.4758

The calculation puts the HOMO energy at -0.3195 Ha. The maximum force is 2.4 eV/Å. Its energy is -16148.445 eV.


For each record above, in turn, the calculated energy above the lowest of the compared OMol25 structures with the same formula, charge and spin values are 24.0, 41.0, 78.5, 50.7, 20.0, 183.6, 133.7, 81.0, 65.8, 27.5 kcal/mol.